(1)
The following is a DFT calculation (ωB97M-V with the def2-TZVPD basis set) of C40H51KN5O5S2 as an isolated structure.

Properties
- energy above the lowest of the compared OMol25 structures with the same formula, charge and spin (kJ/mol) = 26.69
- gap between HOMO and LUMO (eV) = 6.69
- total charge = -1
- largest force on an atom (eV/A) = 1.53

Last column: Mulliken charge in e.
Geometry (Å):
K1 1.822 -0.040 -0.306  0.55
C1 2.042 -4.940 -1.414  -1.94
C2 1.360 -4.561 -0.130  1.88
C3 0.302 -5.335 0.328  -0.80
C4 -0.367 -5.032 1.504  -1.31
C5 0.065 -3.949 2.254  -0.56
C6 1.117 -3.150 1.834  0.83
C7 1.604 -2.023 2.706  -1.89
C8 1.762 -3.416 0.606  -0.73
N1 2.640 -2.489 0.077  0.96
C9 3.806 -2.826 -0.479  -0.11
O1 4.505 -3.821 -0.234  -0.78
C10 4.332 -1.817 -1.487  0.06
C11 5.554 -2.071 -2.097  -1.08
C12 6.012 -1.187 -3.062  -0.61
C13 5.245 -0.078 -3.371  -0.60
C14 4.031 0.104 -2.714  0.08
N2 3.584 -0.756 -1.800  1.06
C15 3.226 1.356 -3.021  -0.21
O2 3.822 2.309 -3.560  -0.80
N3 1.948 1.269 -2.703  0.53
C16 1.060 2.326 -2.855  -0.92
C17 0.060 2.284 -3.845  1.40
C18 0.130 1.272 -4.962  -1.65
C19 -0.977 3.212 -3.822  -0.82
C20 -1.032 4.204 -2.858  -0.96
C21 0.000 4.303 -1.935  -0.31
C22 1.050 3.397 -1.934  0.98
C23 2.199 3.543 -0.978  -1.19
H1 1.473 -5.707 -1.942  0.44
H2 3.044 -5.319 -1.210  0.40
H3 2.167 -4.071 -2.066  0.32
H4 -0.013 -6.190 -0.261  0.36
H5 -1.192 -5.647 1.842  0.38
H6 -0.431 -3.723 3.195  0.53
H7 1.207 -2.126 3.716  0.44
H8 1.305 -1.049 2.307  0.11
H9 2.692 -2.032 2.772  0.57
H10 6.106 -2.953 -1.804  0.57
H11 6.958 -1.362 -3.560  0.40
H12 5.558 0.658 -4.098  0.54
H13 1.020 0.654 -4.856  0.20
H14 0.189 1.786 -5.925  0.52
H15 -0.754 0.630 -4.987  0.27
H16 -1.748 3.156 -4.584  0.43
H17 -1.852 4.912 -2.846  0.39
H18 -0.003 5.113 -1.211  0.38
H19 2.112 4.463 -0.401  0.37
H20 3.136 3.565 -1.539  0.49
H21 2.257 2.700 -0.285  -0.08
O3 4.130 -0.358 1.262  -0.81
H22 4.911 -0.451 0.707  0.42
H23 3.623 -1.177 1.069  -0.10
C24 -2.792 -1.528 3.119  -1.75
C25 -1.486 -0.746 3.047  1.68
C26 -1.727 0.747 3.249  0.36
N4 -0.480 1.494 3.281  0.28
C27 0.027 2.375 2.405  -0.58
S1 1.635 2.780 2.459  -0.28
N5 -0.805 2.952 1.453  0.74
C28 -2.144 3.311 1.491  -0.06
O4 -2.787 3.389 0.466  -0.58
C29 -2.726 3.702 2.811  0.63
C30 -4.105 3.603 2.978  -0.53
C31 -4.695 4.007 4.161  -0.66
C32 -3.914 4.526 5.186  -0.37
C33 -2.543 4.653 5.013  -0.81
C34 -1.948 4.246 3.830  0.10
H24 -2.617 -2.593 2.963  0.34
H25 -3.492 -1.188 2.352  0.10
H26 -3.262 -1.406 4.097  0.52
H27 -1.005 -0.890 2.077  -1.32
H28 -0.797 -1.109 3.814  0.63
H29 -2.264 0.921 4.189  0.51
H30 -2.351 1.117 2.439  -0.92
H31 0.233 1.124 3.892  0.35
H32 -0.367 3.094 0.547  -0.28
H33 -4.699 3.208 2.163  0.46
H34 -5.768 3.929 4.286  0.39
H35 -4.375 4.836 6.115  0.40
H36 -1.935 5.080 5.800  0.42
H37 -0.881 4.372 3.693  0.41
C35 -4.695 -1.454 0.058  -1.75
C36 -3.225 -1.306 -0.332  0.28
C37 -2.860 0.160 -0.471  -0.57
S2 -1.099 0.561 -0.767  0.97
O5 -0.344 0.019 0.404  -1.07
C38 -0.776 -0.546 -2.183  -0.15
C39 -0.311 -1.966 -1.891  2.03
C40 -0.041 -2.686 -3.212  -1.84
H38 -4.988 -2.504 0.080  0.40
H39 -5.335 -0.935 -0.660  0.40
H40 -4.888 -1.029 1.045  0.35
H41 -3.062 -1.826 -1.277  0.36
H42 -2.581 -1.772 0.418  -0.10
H43 -3.098 0.714 0.440  -0.37
H44 -3.387 0.647 -1.297  0.88
H45 0.008 -0.024 -2.734  -0.48
H46 -1.690 -0.536 -2.784  1.02
H47 -1.048 -2.523 -1.312  0.49
H48 0.609 -1.958 -1.305  -1.70
H49 -0.894 -2.606 -3.892  0.43
H50 0.151 -3.742 -3.031  0.39
H51 0.830 -2.255 -3.710  0.27

***

(2)
The following is a DFT calculation (ωB97M-V with the def2-TZVPD basis set) of C23H55AlBr2F4N5O4 as an isolated structure.

Properties
- gap between HOMO and LUMO (eV) = 6.12
- total charge = -1
- largest force on an atom (eV/A) = 3.09

Last column: Mulliken charge in e.
Geometry (Å):
C1 1.005 -4.256 -3.142  -1.14
C2 0.559 -2.719 -2.949  0.40
C3 1.020 -1.740 -4.126  -0.95
N1 -0.133 -2.321 -1.931  0.10
Al1 -1.990 -2.855 -2.108  0.14
F1 -2.092 -4.448 -3.042  -0.49
C4 -3.142 -1.349 -2.858  -0.33
C5 -4.403 -1.814 -3.711  -0.66
C6 -4.064 -2.780 -4.923  0.33
F2 -2.700 -2.767 -5.293  -0.22
Br1 -5.020 -2.032 -6.533  -0.18
C7 -4.638 -4.279 -4.748  0.60
F3 -5.897 -4.340 -5.402  -0.25
F4 -4.896 -4.623 -3.436  -0.20
Br2 -3.530 -5.641 -5.694  -0.14
H1 0.764 -4.522 -4.213  0.29
H2 2.101 -4.330 -2.886  0.36
H3 0.333 -4.849 -2.458  0.26
H4 1.935 -2.154 -4.667  0.35
H5 0.185 -1.535 -4.863  0.18
H6 1.338 -0.730 -3.714  0.22
H7 -2.504 -3.172 -0.613  -0.43
H8 -2.484 -0.582 -3.395  -0.10
H9 -3.561 -0.787 -1.954  0.40
H10 -4.856 -0.870 -4.166  0.11
H11 -5.206 -2.212 -3.014  0.30
C8 2.569 -0.586 2.843  -1.39
C9 2.055 -0.752 1.415  0.57
C10 2.513 0.371 0.464  -0.71
O1 1.805 1.596 0.617  -0.40
C11 2.276 2.421 1.669  -0.42
N2 0.596 -0.873 1.445  -0.69
H12 2.032 0.187 3.395  0.22
H13 2.443 -1.520 3.400  0.29
H14 3.634 -0.336 2.849  0.33
H15 2.468 -1.691 1.031  0.39
H16 2.312 0.045 -0.561  0.27
H17 3.596 0.540 0.530  0.40
H18 3.360 2.349 1.798  0.28
H19 1.763 2.172 2.600  0.13
H20 2.024 3.454 1.424  0.15
H21 0.268 -1.072 0.501  0.18
H22 0.219 0.054 1.638  0.34
C12 -3.655 4.570 -4.689  -1.47
C13 -3.032 3.177 -4.666  0.28
C14 -3.980 2.072 -5.172  -0.59
O2 -4.977 1.684 -4.234  -0.19
C15 -6.117 2.524 -4.210  -0.85
N3 -2.547 2.896 -3.310  -0.72
H23 -4.370 4.722 -3.878  0.28
H24 -2.880 5.333 -4.577  0.37
H25 -4.168 4.754 -5.638  0.34
H26 -2.169 3.199 -5.340  0.40
H27 -3.381 1.173 -5.350  0.26
H28 -4.434 2.338 -6.135  0.46
H29 -6.361 2.919 -5.201  0.38
H30 -5.969 3.342 -3.501  0.24
H31 -6.962 1.932 -3.855  0.23
H32 -2.054 2.005 -3.317  0.25
H33 -3.364 2.710 -2.729  0.36
C16 4.199 -7.184 3.685  -1.39
C17 2.854 -6.589 4.096  0.35
C18 2.653 -5.138 3.619  -0.66
O3 3.358 -4.167 4.383  -0.38
C19 4.717 -4.004 4.013  -0.74
N4 2.707 -6.706 5.552  -0.76
H34 5.025 -6.803 4.287  0.28
H35 4.186 -8.270 3.813  0.35
H36 4.414 -6.975 2.634  0.34
H37 2.076 -7.197 3.624  0.41
H38 1.594 -4.889 3.739  0.34
H39 2.877 -5.029 2.551  0.40
H40 4.872 -4.136 2.938  0.31
H41 5.344 -4.699 4.577  0.28
H42 5.021 -2.992 4.285  0.28
H43 1.775 -6.390 5.811  0.28
H44 3.321 -6.009 5.974  0.33
C20 0.426 5.455 4.748  -1.42
C21 1.928 5.703 4.860  0.23
C22 2.289 7.175 5.140  -0.66
O4 2.195 8.028 4.006  -0.37
C23 0.886 8.498 3.730  -0.64
N5 2.583 5.206 3.645  -0.50
H45 0.014 5.803 3.800  0.29
H46 0.214 4.385 4.814  0.34
H47 -0.114 5.951 5.560  0.36
H48 2.289 5.113 5.709  0.33
H49 3.340 7.211 5.445  0.34
H50 1.709 7.580 5.979  0.40
H51 0.307 8.666 4.642  0.29
H52 0.366 7.800 3.071  0.23
H53 0.977 9.446 3.196  0.25
H54 3.590 5.291 3.760  0.24
H55 2.372 5.865 2.896  0.29

***

(3)
The following is a DFT calculation (ωB97M-V with the def2-TZVPD basis set) of C17H27BF4N8O3Pd as an isolated structure.

Properties
- energy above the lowest of the compared OMol25 structures with the same formula, charge and spin (kJ/mol) = 0.00
- spin multiplicity = 5
- gap between HOMO and LUMO (alpha / beta) (eV) = 7.89 / 6.91
- largest force on an atom (eV/A) = 0.60

Last column: Mulliken spin population.
Geometry (Å):
Pd1 -0.013 0.712 0.566  1.46
F1 1.938 1.556 1.187  0.05
B1 2.876 0.476 0.850  0.05
F2 2.065 -0.441 0.086  0.01
F3 3.892 0.976 0.089  0.00
F4 3.280 -0.121 2.025  0.00
C1 2.163 -2.254 3.757  0.00
N1 0.886 -1.751 3.268  0.01
C2 0.355 -2.459 2.120  0.06
C3 0.468 -0.485 3.526  -0.01
N2 -0.233 0.195 2.664  0.12
N3 0.813 0.028 4.755  0.01
C4 0.591 -0.760 5.958  0.00
C5 0.726 1.462 4.951  0.00
H1 2.848 -2.387 2.918  0.00
H2 2.027 -3.212 4.265  0.00
H3 2.614 -1.542 4.439  0.00
H4 0.490 -3.528 2.286  0.01
H5 0.873 -2.180 1.199  -0.01
H6 -0.706 -2.244 2.015  -0.03
H7 -0.669 1.011 3.073  0.00
H8 0.575 -1.819 5.723  0.00
H9 -0.366 -0.495 6.422  0.00
H10 1.386 -0.572 6.681  0.00
H11 1.068 1.979 4.057  0.00
H12 1.378 1.737 5.780  0.00
H13 -0.291 1.793 5.196  0.00
C6 -3.539 -0.508 -0.703  0.09
O1 -2.392 -0.753 0.152  0.15
C7 -1.284 -1.203 -0.410  1.56
C8 -1.049 -2.355 -1.310  0.11
H14 -3.302 0.268 -1.430  -0.01
H15 -4.336 -0.174 -0.048  0.00
H16 -3.812 -1.436 -1.205  0.01
H17 -1.360 -3.303 -0.852  0.04
H18 0.017 -2.427 -1.524  0.00
H19 -1.590 -2.244 -2.260  0.05
O2 -0.869 -2.548 -5.716  0.00
C9 -0.156 -1.426 -6.202  0.00
N4 0.101 -0.626 -5.031  0.00
C10 0.361 0.698 -5.120  0.00
O3 0.445 1.272 -6.191  0.00
C11 0.543 1.441 -3.824  0.05
C12 0.989 2.755 -3.877  0.00
C13 1.167 3.458 -2.701  0.00
C14 0.883 2.832 -1.499  -0.01
N5 0.437 1.577 -1.449  0.12
C15 0.275 0.900 -2.582  0.02
H20 -0.999 -3.170 -6.438  0.00
H21 -0.736 -0.831 -6.908  0.00
H22 0.779 -1.732 -6.682  0.00
H23 0.122 -1.118 -4.155  -0.01
H24 1.187 3.193 -4.847  0.00
H25 1.519 4.480 -2.703  0.00
H26 1.010 3.334 -0.550  0.00
H27 -0.107 -0.106 -2.458  -0.09
N6 -1.268 2.418 0.958  0.09
C16 -2.035 2.822 0.155  0.04
N7 -2.783 3.291 -0.756  0.04
C17 -4.069 2.920 -0.795  -0.01
N8 -5.183 2.628 -0.899  0.02

***

(4)
The following is a DFT calculation (ωB97M-V with the def2-TZVPD basis set) of one molecule with the formula CH3BrCl2Si.

Properties
- energy above the lowest of the compared OMol25 structures with the same formula, charge and spin (kJ/mol) = 407.70
- gap between HOMO and LUMO (eV) = 10.30
- largest force on an atom (eV/A) = 3.11

Last column: Mulliken charge in e.
Geometry (Å):
Si1 1.067 0.169 0.024  0.48
C1 -0.800 -0.098 0.172  0.07
Cl1 -1.313 -0.827 1.672  -0.08
Cl2 -1.165 -1.520 -1.256  -0.20
Br1 -1.999 1.431 -0.247  -0.05
H1 1.312 -1.183 0.227  -0.09
H2 1.538 0.605 -1.369  -0.07
H3 1.360 1.422 0.777  -0.06

***

(5)
The following is a DFT calculation (ωB97M-V with the def2-TZVPD basis set) of a 3-piece molecular cluster, C4H14NO3 overall.

Properties
- energy above the lowest of the compared OMol25 structures with the same formula, charge and spin (kJ/mol) = 45.32
- gap between HOMO and LUMO (eV) = 8.46
- total charge = -1
- largest force on an atom (eV/A) = 1.44

Last column: Mulliken charge in e.
Geometry (Å):
C1 0.115 -2.460 1.210  -1.53
C2 -0.129 -1.104 0.555  0.51
C3 -0.536 -1.285 -0.909  -0.92
C4 -1.188 -0.009 -1.505  -0.57
O1 -1.813 0.833 -0.605  -0.62
N1 1.125 -0.290 0.624  -0.85
H1 -0.843 -2.977 1.303  0.33
H2 0.636 -2.481 2.158  0.41
H3 0.679 -3.058 0.486  0.27
H4 -0.910 -0.548 1.052  0.38
H5 -1.274 -2.091 -0.906  0.38
H6 0.352 -1.618 -1.450  0.43
H7 -1.945 -0.308 -2.238  0.33
H8 -0.400 0.512 -2.072  0.25
H9 0.874 0.640 0.943  0.32
H10 1.413 -0.083 -0.334  0.33
H11 1.773 2.652 0.320  0.41
H12 1.598 3.961 -0.327  0.30
O2 2.298 3.308 -0.172  -0.70
H13 -1.138 1.501 -0.080  0.35
H14 -0.331 2.379 1.454  0.19
O3 -0.357 2.527 0.492  -1.01

***

(6)
The following is a DFT calculation (ωB97M-V with the def2-TZVPD basis set) of a 2-piece molecular cluster, C3H9N3S overall.

Properties
- energy above the lowest of the compared OMol25 structures with the same formula, charge and spin (kJ/mol) = 659.47
- gap between HOMO and LUMO (eV) = 7.06
- largest force on an atom (eV/A) = 6.48

Last column: Mulliken charge in e.
Geometry (Å):
C1 0.609 1.948 1.326  -0.57
C2 -0.114 -0.712 -0.456  0.58
C3 -1.509 -0.114 -0.895  -0.79
H1 0.438 3.163 1.100  0.24
H2 1.271 1.794 2.165  0.28
H3 -0.426 1.464 1.460  0.15
H4 1.685 1.767 -0.489  0.24
H5 -2.149 -0.804 -1.578  0.32
H6 -1.842 0.184 0.277  0.17
H7 -1.368 0.903 -1.551  0.24
H8 -0.722 -2.446 -0.700  0.29
H9 0.815 -3.626 1.165  0.09
N1 0.844 1.382 -0.116  -0.39
N2 0.900 -0.065 -0.181  -0.34
N3 0.016 -1.967 -0.940  -0.39
S1 1.553 -2.869 -0.587  -0.12

***

| no. | molar mass (g mol⁻¹) |
| --- | --- |
| 1 | 785.1 |
| 2 | 728.5 |
| 3 | 584.7 |
| 4 | 193.9 |
| 5 | 124.2 |
| 6 | 119.2 |